[1]
A cluster of 10 separate species, C40H95BF9INO11S in total at a distorted geometry. Source: OMol25; level of theory: ωB97M-V/def2-TZVPD.

Values from the calculation:
Gap between HOMO and LUMO in Ha: 0.1696
E in eV: -111094.6593
LUMO level in eV: -0.2
Net charge: -1

Geometry as XYZ:
```
159
C40H95BF9INO11S | OMol25 | ωB97M-V/def2-TZVPD
C -3.470 -1.493 1.121
C -3.515 -2.976 1.819
N -2.218 -3.431 2.449
C -1.169 -3.793 1.405
C -0.174 -5.005 1.860
B 1.453 -4.671 1.665
O 1.789 -3.246 1.843
C 1.992 -5.110 0.137
C 1.473 -4.118 -1.054
C 2.593 -3.048 -1.617
F 3.606 -2.911 -0.501
F 3.401 -3.618 -2.757
C 2.041 -1.536 -1.876
F 1.098 -1.054 -0.809
F 3.243 -0.626 -1.757
S 1.270 -1.181 -3.526
F -0.258 -0.955 -2.717
F 0.808 -2.794 -3.837
F 2.737 -1.285 -4.403
F 1.560 0.511 -3.226
F 0.492 -0.732 -4.988
C 2.226 -5.701 2.701
C 3.445 -5.043 3.566
C 2.974 -3.981 4.739
I 5.104 -4.249 2.302
C -1.693 -2.473 3.492
C -0.837 -1.100 3.229
O -1.999 -2.745 4.791
H -2.441 -1.201 0.637
H -3.813 -0.719 1.962
H -4.285 -1.394 0.264
H -3.861 -3.737 0.969
H -4.393 -3.002 2.626
H -0.648 -2.814 1.035
H -1.787 -4.202 0.469
H -0.379 -5.997 1.236
H -0.405 -5.219 3.009
H 1.225 -2.862 2.576
H 1.466 -6.165 -0.057
H 3.150 -5.346 0.121
H 0.479 -3.535 -0.826
H 1.217 -4.823 -1.984
H 2.699 -6.590 2.065
H 1.483 -6.221 3.477
H 3.956 -5.948 4.155
H 3.977 -3.671 5.307
H 2.306 -4.497 5.582
H 2.516 -2.983 4.334
H -1.398 -0.119 3.596
H -0.582 -0.902 2.082
H 0.166 -1.198 3.850
C -9.114 -1.427 2.805
C -8.036 -2.179 2.039
C -8.407 -3.641 1.852
O -6.804 -2.091 2.750
H -9.251 -1.851 3.806
H -8.828 -0.379 2.942
H -10.071 -1.463 2.276
H -7.885 -1.710 1.061
H -8.520 -4.144 2.820
H -7.617 -4.173 1.311
H -9.344 -3.743 1.295
H -6.929 -2.505 3.620
C -4.582 3.204 4.111
C -4.265 1.745 3.829
C -5.492 0.866 4.007
O -3.237 1.306 4.713
H -4.923 3.339 5.144
H -3.687 3.823 3.991
H -5.359 3.577 3.436
H -3.884 1.642 2.807
H -5.865 0.917 5.036
H -5.246 -0.184 3.812
H -6.296 1.168 3.329
H -3.566 1.393 5.623
C 5.920 0.586 4.278
C 4.833 -0.450 4.040
C 3.489 0.026 4.568
O 5.190 -1.668 4.688
H 6.050 0.779 5.348
H 6.884 0.224 3.903
H 5.682 1.530 3.778
H 4.753 -0.660 2.967
H 3.532 0.200 5.649
H 2.718 -0.734 4.401
H 3.178 0.954 4.077
H 5.263 -1.490 5.640
C 2.548 4.047 -3.492
C 2.563 4.971 -2.285
C 3.874 4.866 -1.523
O 1.484 4.632 -1.418
H 2.656 3.000 -3.186
H 1.594 4.124 -4.024
H 3.358 4.292 -4.187
H 2.409 6.005 -2.612
H 4.028 3.849 -1.146
H 3.865 5.528 -0.650
H 4.723 5.136 -2.158
H 1.612 3.716 -1.123
C 6.930 5.125 -4.898
C 7.247 3.665 -5.180
C 6.020 2.786 -5.002
O 8.275 3.226 -4.296
H 6.589 5.259 -3.865
H 7.825 5.744 -5.018
H 6.153 5.497 -5.573
H 7.628 3.562 -6.202
H 5.647 2.837 -3.972
H 6.266 1.737 -5.196
H 5.216 3.088 -5.680
H 7.946 3.313 -3.386
C 3.445 3.583 -9.170
C 2.861 4.419 -8.042
C 1.820 3.638 -7.256
O 2.261 5.592 -8.585
H 2.666 3.286 -9.881
H 4.184 4.162 -9.735
H 3.928 2.681 -8.783
H 3.664 4.742 -7.370
H 0.983 3.343 -7.899
H 1.399 4.256 -6.455
H 2.254 2.737 -6.812
H 1.547 5.315 -9.183
C 1.512 5.690 2.903
C 2.438 4.520 3.196
C 3.570 4.443 2.185
O 1.690 3.307 3.162
H 1.050 5.587 1.915
H 0.694 5.726 3.631
H 2.054 6.641 2.938
H 2.851 4.622 4.205
H 3.182 4.295 1.171
H 4.221 3.589 2.401
H 4.174 5.356 2.198
H 1.319 3.208 2.269
C -5.989 -8.377 1.322
C -6.573 -7.542 2.450
C -7.614 -8.322 3.236
O -7.173 -6.368 1.907
H -6.768 -8.674 0.611
H -5.250 -7.798 0.758
H -5.506 -9.280 1.709
H -5.771 -7.218 3.122
H -8.451 -8.617 2.593
H -8.035 -7.704 4.037
H -7.180 -9.223 3.680
H -7.887 -6.645 1.309
C -1.808 5.749 -5.719
C -2.383 5.184 -4.430
C -1.314 4.481 -3.607
O -3.422 4.259 -4.741
H -1.396 4.951 -6.347
H -2.591 6.240 -6.306
H -1.016 6.476 -5.513
H -2.829 5.992 -3.840
H -0.884 3.639 -4.161
H -1.744 4.069 -2.688
H -0.507 5.170 -3.338
H -3.035 3.538 -5.265
```

[2]
A structure of composition C5H12AsF6MnN2O4S2 at a distorted geometry. Source: OMol25; level of theory: ωB97M-V/def2-TZVPD.

Values from the calculation:
Gap between HOMO and LUMO (spin up / spin down) in Ha: 0.3082 / 0.2279
<S²>: 8.8221
E in eV: -146679.4800
LUMO level (spin up / spin down) in eV: -5.6 / -7.7
Net charge: +1
2S+1: 6

Geometry as XYZ:
```
33
C5H12AsF6MnN2O4S2 | OMol25 | ωB97M-V/def2-TZVPD
Mn -1.457 0.910 1.698
O 1.200 2.723 2.955
S 0.614 2.281 1.752
O 1.272 2.567 0.515
O 0.334 0.716 1.762
O -0.892 2.608 1.610
C 2.752 0.596 -1.777
N 1.315 0.489 -2.036
C 0.767 1.641 -2.747
C 0.525 -0.330 -1.343
S -1.138 0.147 -1.071
N 0.898 -1.539 -0.954
C 0.086 -2.238 0.041
C 2.006 -2.279 -1.542
H 2.915 1.519 -1.225
H 3.294 0.662 -2.721
H 3.132 -0.230 -1.189
H 1.400 1.853 -3.606
H 0.770 2.515 -2.095
H -0.255 1.451 -3.076
H 0.069 -1.682 0.977
H 0.501 -3.224 0.218
H -0.947 -2.342 -0.312
H 2.326 -1.831 -2.478
H 1.658 -3.289 -1.756
H 2.851 -2.359 -0.856
F -2.271 -0.919 1.938
As -3.881 -0.234 2.879
F -4.755 -0.902 1.593
F -3.410 1.163 1.641
F -3.940 -1.601 3.851
F -2.603 0.511 3.813
F -5.136 0.648 3.540
```

[3]
A structure of composition C14H14N4S5SbTc at a distorted geometry. Source: OMol25; level of theory: ωB97M-V/def2-TZVPD.

Values from the calculation:
Gap between HOMO and LUMO in Ha: 0.2419
E in eV: -83602.8801
LUMO level in eV: -8.1
Net charge: +2

Geometry as XYZ:
```
39
C14H14N4S5SbTc | OMol25 | ωB97M-V/def2-TZVPD
Tc 0.634 -0.575 0.883
N 3.532 3.175 -0.025
C 2.657 2.175 -0.190
S 1.070 2.768 -0.549
N 3.087 0.952 -0.273
N 2.311 -0.119 -0.264
C 2.660 -1.055 -1.098
C 1.963 -2.327 -0.972
C 2.253 -3.420 -1.793
C 1.536 -4.616 -1.557
C 0.555 -4.667 -0.571
C 0.223 -3.515 0.096
N 0.945 -2.380 -0.064
H 3.200 4.118 -0.144
H 4.538 2.984 -0.094
H 3.454 -0.886 -1.816
H 3.070 -3.367 -2.493
H 1.773 -5.460 -2.194
H 0.028 -5.669 -0.402
H -0.473 -3.466 0.863
S -2.461 0.563 2.534
Sb -2.026 -1.429 3.947
S 1.540 -0.696 2.803
S -1.649 -1.047 1.480
S 0.301 -0.881 4.452
C -0.109 1.512 -0.158
C -1.570 1.969 -0.335
C -2.500 1.145 -1.036
C -3.861 1.443 -0.867
C -4.252 2.460 -0.024
C -3.354 3.319 0.564
C -2.004 3.091 0.401
H -0.004 0.659 -0.874
H 0.023 1.327 0.945
H -2.161 0.378 -1.674
H -4.604 0.942 -1.472
H -5.302 2.673 0.079
H -3.785 4.169 1.085
H -1.237 3.749 0.805
```

[4]
The ion C8H14BN2O4S with charge -1 at a distorted geometry. Source: OMol25; level of theory: ωB97M-V/def2-TZVPD.

Values from the calculation:
Gap between HOMO and LUMO in Ha: 0.2199
E in eV: -31205.7337
LUMO level in eV: 2.1
Net charge: -1
Structure (SMILES): CCSC[C@@]1(B(N)O)C[C@@H](C(=O)[O-])C(=O)N1

Geometry as XYZ:
```
30
C8H14BN2O4S | OMol25 | ωB97M-V/def2-TZVPD
C 3.071 0.282 0.131
C 2.922 -0.983 -0.840
S 1.183 -1.510 -1.196
C 0.196 -1.668 0.364
C -0.933 -0.496 0.546
B -1.285 -0.332 2.149
N -2.102 0.780 2.711
O -0.794 -1.317 3.126
C -0.669 0.910 -0.199
C -1.578 1.039 -1.554
C -0.543 1.632 -2.630
O -0.179 1.016 -3.693
O 0.043 2.880 -2.404
C -2.080 -0.472 -1.679
O -2.481 -1.114 -2.687
N -2.035 -1.055 -0.333
H 2.905 0.034 1.240
H 4.177 0.616 0.061
H 2.459 1.196 -0.182
H 3.380 -0.681 -1.854
H 3.586 -1.827 -0.413
H 0.909 -1.739 1.251
H -0.403 -2.653 0.361
H -2.164 1.584 2.074
H -1.642 1.068 3.594
H -0.150 -0.791 3.660
H 0.370 1.125 -0.619
H -0.870 1.880 0.394
H -2.370 1.866 -1.509
H -2.922 -1.272 0.132
```

[5]
The molecule C21H24ClFN2O2. Source: OMol25; level of theory: ωB97M-V/def2-TZVPD.

Values from the calculation:
Gap between HOMO and LUMO in Ha: 0.3152
E in eV: -44481.2975
LUMO level in eV: 0.4
Structure (SMILES): CN(C)CCCNC(=O)/C=C/c1ccc(OCc2c(F)cccc2Cl)cc1

Geometry as XYZ:
```
51
C21H24ClFN2O2 | OMol25 | ωB97M-V/def2-TZVPD
C 8.207 0.932 0.266
N 6.900 1.383 -0.159
C 6.343 2.350 0.761
C 5.988 0.314 -0.512
C 5.537 -0.614 0.629
C 4.701 -1.789 0.119
N 3.426 -1.378 -0.416
C 2.250 -1.639 0.214
O 2.194 -2.271 1.254
C 1.064 -1.105 -0.483
C -0.163 -1.345 -0.005
C -1.428 -0.915 -0.559
C -2.613 -1.386 0.008
C -3.852 -1.022 -0.484
C -3.937 -0.157 -1.570
O -5.089 0.271 -2.151
C -6.323 -0.152 -1.624
C -6.610 0.352 -0.228
C -6.240 1.637 0.164
F -5.643 2.448 -0.724
C -6.471 2.127 1.436
C -7.107 1.320 2.362
C -7.507 0.044 2.009
C -7.258 -0.426 0.730
Cl -7.782 -2.029 0.335
C -2.759 0.331 -2.143
C -1.532 -0.043 -1.649
H 8.588 0.206 -0.451
H 8.880 1.789 0.283
H 8.212 0.476 1.268
H 5.364 2.665 0.402
H 6.237 1.968 1.787
H 6.998 3.221 0.788
H 6.482 -0.287 -1.284
H 5.111 0.788 -0.964
H 4.948 -0.052 1.355
H 6.415 -1.017 1.136
H 4.474 -2.467 0.946
H 5.258 -2.337 -0.650
H 3.427 -0.834 -1.263
H 1.236 -0.533 -1.383
H -0.218 -1.944 0.897
H -2.562 -2.058 0.852
H -4.737 -1.417 -0.012
H -6.398 -1.247 -1.644
H -7.068 0.259 -2.315
H -6.156 3.129 1.679
H -7.295 1.686 3.358
H -8.010 -0.591 2.720
H -2.844 1.007 -2.978
H -0.640 0.353 -2.108
```

[6]
A structure of composition C19H15CrF6N5O6S2 at a distorted geometry. Source: OMol25; level of theory: ωB97M-V/def2-TZVPD.

Values from the calculation:
Gap between HOMO and LUMO (spin up / spin down) in Ha: 0.1549 / 0.2780
<S²>: 8.7815
E in eV: -106079.6524
LUMO level (spin up / spin down) in eV: 2.4 / 2.4
Net charge: -1
2S+1: 6

Geometry as XYZ:
```
54
C19H15CrF6N5O6S2 | OMol25 | ωB97M-V/def2-TZVPD
Cr 0.847 0.238 0.098
O 4.515 -1.170 -0.787
C 3.302 -1.024 -0.574
N 2.677 0.132 -0.319
C 3.470 1.325 -0.338
C 2.598 2.490 0.013
C 3.055 3.788 -0.057
C 2.228 4.843 0.329
C 0.958 4.516 0.805
C 0.571 3.199 0.850
N 1.352 2.174 0.445
C 2.309 -2.115 -0.575
C 2.587 -3.368 -1.100
C 1.590 -4.325 -1.149
C 0.338 -3.986 -0.622
C 0.146 -2.732 -0.091
N 1.082 -1.772 -0.082
H 3.930 1.457 -1.329
H 4.296 1.233 0.390
H 4.055 3.972 -0.418
H 2.558 5.867 0.265
H 0.280 5.293 1.124
H -0.413 2.923 1.196
H 3.583 -3.550 -1.479
H 1.769 -5.304 -1.566
H -0.481 -4.685 -0.634
H -0.812 -2.470 0.327
F -3.356 2.092 -2.347
C -2.489 1.613 -1.455
F -1.873 2.674 -0.915
F -3.191 1.037 -0.487
S -1.190 0.493 -2.261
O 0.044 1.186 -2.025
O -1.594 0.364 -3.626
N -1.257 -0.846 -1.450
S -2.493 -1.738 -1.873
O -2.696 -2.840 -0.985
O -3.650 -0.985 -2.242
C -1.846 -2.538 -3.475
F -1.898 -3.880 -3.400
F -2.531 -2.196 -4.561
F -0.564 -2.220 -3.663
O -0.969 0.569 0.863
N -1.396 0.296 2.083
C -2.396 1.060 2.631
C -2.827 0.844 3.904
C -2.264 -0.177 4.686
C -1.258 -0.960 4.095
C -0.836 -0.715 2.822
H -2.804 1.822 1.989
H -3.607 1.474 4.307
H -2.592 -0.346 5.697
H -0.803 -1.765 4.650
H -0.052 -1.266 2.321
```

[7]
A cluster of 2 separate species, C3H3N3O in total at a distorted geometry. Source: OMol25; level of theory: ωB97M-V/def2-TZVPD.

Values from the calculation:
Gap between HOMO and LUMO in Ha: 0.3740
E in eV: -9676.5764
LUMO level in eV: 0.5
Structure (SMILES): N=C=CC=O.N#N

Geometry as XYZ:
```
10
C3H3N3O | OMol25 | ωB97M-V/def2-TZVPD
N 0.704 2.412 -0.089
C 0.619 1.209 -0.228
C 0.582 -0.104 -0.407
C 0.887 -1.018 0.704
O 1.464 -0.712 1.725
H -0.113 2.916 0.251
H 0.238 -0.491 -1.360
H 0.512 -2.051 0.547
N -2.444 -0.598 0.120
N -3.049 -1.225 -0.557
```

[8]
A structure of composition C25H49BCl2N9O6P2Sr at a distorted geometry. Source: OMol25; level of theory: ωB97M-V/def2-TZVPD.

Values from the calculation:
Gap between HOMO and LUMO in Ha: 0.1927
E in eV: -97556.9699
LUMO level in eV: 2.2
Net charge: -1

Geometry as XYZ:
```
95
C25H49BCl2N9O6P2Sr | OMol25 | ωB97M-V/def2-TZVPD
Sr 1.931 1.203 0.231
C 2.181 0.875 4.915
C 0.804 0.573 4.414
C -0.266 0.335 5.286
C -1.326 -0.017 4.495
C -2.693 -0.417 4.962
N -0.910 0.022 3.207
N 0.414 0.409 3.138
B -1.771 -0.490 2.015
N -2.226 0.644 1.001
N -1.398 1.280 0.116
C -2.172 2.053 -0.634
C -1.614 2.888 -1.750
C -3.510 1.943 -0.245
C -3.506 1.033 0.794
C -4.682 0.546 1.582
N -1.105 -1.683 1.333
N 0.183 -1.715 0.894
C 0.382 -2.939 0.434
C 1.701 -3.396 -0.111
C -0.792 -3.714 0.544
C -1.715 -2.886 1.130
C -3.129 -3.214 1.501
H 2.578 -0.013 5.413
H 2.149 1.686 5.645
H 2.864 1.143 4.126
H -0.257 0.391 6.365
H -2.724 -0.345 6.050
H -2.933 -1.443 4.681
H -3.472 0.224 4.557
H -2.791 -0.899 2.476
H -0.739 2.410 -2.200
H -1.329 3.893 -1.422
H -2.365 3.014 -2.530
H -4.366 2.447 -0.667
H -5.575 1.071 1.243
H -4.559 0.729 2.646
H -4.843 -0.524 1.453
H 2.365 -2.558 -0.266
H 1.555 -3.932 -1.054
H 2.192 -4.081 0.588
H -0.941 -4.743 0.247
H -3.330 -4.251 1.225
H -3.850 -2.580 0.981
H -3.309 -3.106 2.572
N 0.502 2.708 0.733
C 1.606 3.599 0.156
C 1.142 5.092 0.149
P 2.998 3.486 1.454
O 4.303 3.864 0.649
O 2.702 4.471 2.503
O 2.987 2.026 1.842
P 1.971 3.032 -1.593
O 1.420 4.189 -2.547
O 3.434 2.874 -1.789
O 1.100 1.819 -1.739
H 0.973 2.231 1.551
H 0.232 2.075 -0.075
H -0.335 3.186 1.079
H 0.919 5.399 1.166
H 0.275 5.224 -0.494
H 1.944 5.722 -0.221
H 4.329 3.500 -0.264
H 2.163 4.527 -3.064
Cl 2.795 -2.097 2.464
C 3.657 -3.543 2.735
Cl 4.199 -3.748 4.443
H 4.533 -3.517 2.099
H 2.998 -4.366 2.492
C 4.103 -0.589 -0.283
H 3.988 -1.667 -0.465
H 4.792 -0.425 0.559
H 4.550 -0.140 -1.192
C -2.026 -1.359 -5.856
C -1.441 -2.359 -4.859
N -0.346 -1.835 -4.065
C 0.994 -1.870 -4.622
C 1.447 -0.542 -5.229
C -0.534 -1.284 -2.803
C -1.934 -1.321 -2.237
N 0.386 -0.785 -2.076
H -2.933 -1.758 -6.320
H -1.313 -1.129 -6.650
H -2.278 -0.425 -5.348
H -1.073 -3.233 -5.401
H -2.227 -2.706 -4.195
H 1.017 -2.657 -5.378
H 1.691 -2.157 -3.832
H 0.827 -0.268 -6.085
H 2.485 -0.613 -5.565
H 1.385 0.258 -4.488
H -2.259 -2.351 -2.060
H -2.658 -0.828 -2.893
H -1.903 -0.808 -1.280
H 1.314 -0.772 -2.488
```